No. 1
CH2BrNOS | the ωB97M-V functional and the def2-TZVPD basis

XYZ file:
```
7
Properties=species:S:1:pos:R:3:lowdin_charge:R:1
C 2.460 0.322 0.159 -0.9372
N 1.493 0.962 0.189 0.1162
O -0.988 0.548 -0.872 -0.8238
S 3.769 -0.546 0.122 0.6221
Br -1.848 -0.468 0.100 1.1341
H -1.592 -1.653 -0.452 -0.1487
H 0.472 0.902 -0.166 0.0373
```

As for the HOMO energy: -8.85 eV. The charge is 0. The orbital gap comes out at 8.4 eV. As for the relative energy (zero: lowest compared OMol25 entry of this formula, charge and spin): 97.3 kcal/mol.



No. 2
CH2Cl2 | the ωB97M-V functional and the def2-TZVPD basis

XYZ file:
```
5
Properties=species:S:1:pos:R:3:lowdin_charge:R:1
C 0.166 -0.031 -0.021 -1.0223
Cl -0.534 0.170 1.585 0.4969
Cl -1.105 0.191 -1.244 0.4811
H 0.931 0.711 -0.204 0.0232
H 0.542 -1.041 -0.116 0.0211
```

As for the SMILES: ClCCl. As for the HOMO energy: -11.05 eV. The charge is 0. The orbital gap comes out at 12.0 eV. As for the relative energy (zero: lowest compared OMol25 entry of this formula, charge and spin): 0.3 kcal/mol.



No. 3
CH2Cl2 | the ωB97M-V functional and the def2-TZVPD basis

XYZ file:
```
5
Properties=species:S:1:pos:R:3:lowdin_charge:R:1
C 36.136 1.298 19.350 -1.0341
Cl 36.001 0.107 20.681 0.4731
Cl 37.790 1.790 19.066 0.5176
H 35.690 0.830 18.482 0.0227
H 35.549 2.161 19.641 0.0206
```

As for the SMILES: ClCCl. As for the HOMO energy: -11.06 eV. The charge is 0. The orbital gap comes out at 12.1 eV. As for the relative energy (zero: lowest compared OMol25 entry of this formula, charge and spin): 0.4 kcal/mol.



No. 4
CH2Cl2 | the ωB97M-V functional and the def2-TZVPD basis

XYZ file:
```
5
Properties=species:S:1:pos:R:3:lowdin_charge:R:1
C -0.040 0.069 -0.049 -1.0717
Cl -0.944 -1.178 0.817 0.5059
Cl 1.701 0.064 0.191 0.5139
H -0.278 -0.017 -1.109 0.0242
H -0.439 1.063 0.150 0.0276
```

As for the SMILES: ClCCl. As for the HOMO energy: -10.94 eV. The charge is 0. The orbital gap comes out at 11.9 eV. As for the relative energy (zero: lowest compared OMol25 entry of this formula, charge and spin): 2.3 kcal/mol.



No. 5
CH2Cl2FN | the ωB97M-V functional and the def2-TZVPD basis

XYZ file:
```
7
Properties=species:S:1:pos:R:3:lowdin_charge:R:1
C 0.105 0.189 0.379 -0.2329
N 0.155 -0.537 1.600 -0.9254
F 0.671 1.640 0.848 -0.2222
Cl -0.116 -2.228 1.261 0.5755
Cl 1.708 -0.347 2.386 0.5892
H 0.819 -0.071 -0.402 0.1036
H -0.914 0.364 0.050 0.1121
```

As for the SMILES: FCN(Cl)Cl. As for the HOMO energy: -10.26 eV. The charge is 0. The orbital gap comes out at 10.1 eV. As for the relative energy (zero: lowest compared OMol25 entry of this formula, charge and spin): 65.8 kcal/mol.



No. 6
CH2Cl2FOP | the ωB97M-V functional and the def2-TZVPD basis

XYZ file:
```
8
Properties=species:S:1:pos:R:3:lowdin_charge:R:1
C 0.369 -0.128 0.832 -0.8095
O 1.069 0.646 -2.937 -0.2647
F -1.472 -1.323 -0.426 -0.2972
P -0.599 -0.049 -0.714 0.4793
Cl 2.129 -0.247 0.498 0.4926
Cl -1.790 1.347 -0.009 0.3581
H 0.167 0.784 1.447 0.0297
H 0.127 -1.030 1.309 0.0117
```

As for the HOMO energy (spin up / spin down): -10.83 / -10.83 eV. The charge is 0. The orbital gap (spin up / spin down) comes out at 7.6 / 7.6 eV. As for the relative energy (zero: lowest compared OMol25 entry of this formula, charge and spin): 180.7 kcal/mol.



No. 7
CH2Cl2N2O2 | the ωB97M-V functional and the def2-TZVPD basis

XYZ file:
```
9
Properties=species:S:1:pos:R:3:lowdin_charge:R:1
C -1.190 -0.043 0.089 0.1318
N 1.086 -0.548 1.216 -0.9134
N -0.376 0.457 -0.917 -0.5437
O 0.021 1.589 -0.802 -0.0257
O -0.112 -0.319 -1.826 0.0051
Cl 1.756 -1.683 0.107 0.5289
Cl 1.781 0.932 1.120 0.6412
H -1.055 0.462 1.036 0.0705
H -1.913 -0.848 -0.023 0.1052
```

As for the HOMO energy (spin up / spin down): -10.03 / -10.20 eV. The charge is 0. The orbital gap (spin up / spin down) comes out at 8.2 / 8.5 eV. As for the relative energy (zero: lowest compared OMol25 entry of this formula, charge and spin): 67.4 kcal/mol.



No. 8
CH2Cl2O2 | the ωB97M-V functional and the def2-TZVPD basis

XYZ file:
```
7
Properties=species:S:1:pos:R:3:lowdin_charge:R:1
C -2.366 0.258 0.568 -1.0515
O 1.160 -1.810 -0.497 -0.0321
O 1.347 -0.551 0.072 -0.2580
Cl -3.196 -0.809 -0.399 0.5735
Cl -0.690 0.544 0.125 0.6727
H -2.851 0.304 1.627 0.0557
H 1.463 -2.353 0.163 0.0398
```

As for the HOMO energy (spin up / spin down): -8.28 / -10.81 eV. The charge is 0. The orbital gap (spin up / spin down) comes out at 7.1 / 10.6 eV. As for the relative energy (zero: lowest compared OMol25 entry of this formula, charge and spin): 159.1 kcal/mol.



No. 9
CH2Cl2O2P2 | the ωB97M-V functional and the def2-TZVPD basis

XYZ file:
```
9
Properties=species:S:1:pos:R:3:mulliken_spin:R:1
C -0.301 -0.331 0.000 0.2725
O -2.257 -1.526 -1.531 0.0045
O 1.795 -1.934 -0.954 0.5280
P 0.538 -2.072 -0.232 1.1700
P -2.086 -0.581 -0.431 0.0161
Cl -2.877 1.192 -0.863 0.0121
Cl -2.999 -1.211 1.216 0.0041
H 0.120 0.446 -0.639 -0.0130
H -0.238 -0.011 1.043 0.0058
```

The multiplicity is 3. As for the HOMO energy (spin up / spin down): -7.58 / -11.48 eV. The charge is 0. The orbital gap (spin up / spin down) comes out at 7.9 / 8.3 eV. As for the relative energy (zero: lowest compared OMol25 entry of this formula, charge and spin): 0.0 kcal/mol.



No. 10
CH2Cl2S2 | the ωB97M-V functional and the def2-TZVPD basis

XYZ file:
```
7
Properties=species:S:1:pos:R:3:mulliken_spin:R:1
C 1.646 0.576 0.963 0.5394
S -2.463 -0.281 -1.196 0.0253
S 0.614 1.069 -0.092 1.2170
Cl 2.522 1.672 2.030 0.1125
Cl 2.032 -1.023 1.386 0.1074
H -2.000 -0.573 -2.356 -0.0007
H -2.351 -1.440 -0.735 -0.0009
```

The multiplicity is 3. As for the HOMO energy (spin up / spin down): -7.01 / -10.03 eV. The charge is 0. The orbital gap (spin up / spin down) comes out at 7.6 / 6.8 eV. As for the relative energy (zero: lowest compared OMol25 entry of this formula, charge and spin): 15.0 kcal/mol.



No. 11
CH2Cl2SbSe4Ta | the ωB97M-V functional and the def2-TZVPD basis

XYZ file:
```
11
Properties=species:S:1:pos:R:3:lowdin_charge:R:1
Ta 0.010 0.011 0.007 0.5357
Cl -1.950 -0.610 1.667 0.5979
C -1.265 -2.231 2.031 -0.7826
Cl 0.241 -2.400 1.065 0.5979
H -1.973 -2.991 1.716 0.0715
H -1.015 -2.279 3.085 0.0715
Se 0.556 2.152 -4.382 0.2287
Sb 1.461 2.577 -2.350 0.0452
Se 1.960 -0.222 -1.237 0.2009
Se -0.887 2.105 -0.456 0.2011
Se 2.861 3.886 -1.145 0.2323
```

As for the HOMO energy: -15.76 eV. The charge is +2. The orbital gap comes out at 5.4 eV.



No. 12
CH2Cl3N | the ωB97M-V functional and the def2-TZVPD basis

XYZ file:
```
7
Properties=species:S:1:pos:R:3:lowdin_charge:R:1
C -1.030 -1.216 0.792 -1.6568
N 0.098 -0.439 0.228 -0.0952
Cl -1.010 -2.727 -0.113 0.5747
Cl -0.725 -1.480 2.490 0.5871
Cl -2.625 -0.389 0.447 0.5016
H -0.025 0.494 -0.069 0.0476
H 0.454 -0.908 -0.601 0.0411
```

As for the SMILES: NC(Cl)(Cl)Cl. As for the HOMO energy: -10.40 eV. The charge is 0. The orbital gap comes out at 11.0 eV. As for the relative energy (zero: lowest compared OMol25 entry of this formula, charge and spin): 9.1 kcal/mol.



No. 13
CH2Cl4N2 | the ωB97M-V functional and the def2-TZVPD basis

XYZ file:
```
9
Properties=species:S:1:pos:R:3:lowdin_charge:R:1
C -0.708 -0.279 0.076 -0.8830
N -0.254 -0.672 1.204 -0.4261
N 0.682 1.066 -0.697 -1.0116
Cl -0.954 -1.231 -1.295 0.6879
Cl 0.119 0.543 2.427 0.6589
Cl 2.129 0.172 -0.679 0.4418
Cl 0.118 1.333 -2.329 0.3934
H -1.481 0.489 0.183 0.0889
H 0.348 -1.421 1.110 0.0498
```

As for the HOMO energy (spin up / spin down): -8.45 / -8.45 eV. The charge is 0. The orbital gap (spin up / spin down) comes out at 7.8 / 7.8 eV. As for the relative energy (zero: lowest compared OMol25 entry of this formula, charge and spin): 36.7 kcal/mol.



No. 14
CH2Cl4P2 | the ωB97M-V functional and the def2-TZVPD basis

XYZ file:
```
9
Properties=species:S:1:pos:R:3:lowdin_charge:R:1
C -0.499 -0.093 1.158 -0.5468
P 0.681 -1.375 0.383 0.3603
P -0.277 0.268 -0.741 -0.5896
Cl 2.633 -0.752 0.587 0.0910
Cl 0.957 0.140 -2.446 0.0817
Cl 0.020 2.264 -0.694 0.2738
Cl -1.962 -0.335 -1.454 0.3648
H -1.340 -0.693 1.372 -0.0061
H -0.213 0.577 1.835 -0.0291
```

As for the SMILES: ClP1CP1(Cl)(Cl)Cl. As for the HOMO energy: -8.46 eV. The charge is 0. The orbital gap comes out at 7.9 eV. As for the relative energy (zero: lowest compared OMol25 entry of this formula, charge and spin): 28.9 kcal/mol.



No. 15
CH2Cl4Si | the ωB97M-V functional and the def2-TZVPD basis

XYZ file:
```
8
Properties=species:S:1:pos:R:3:mulliken_spin:R:1
C 0.143 0.432 1.506 0.8220
Si 0.792 1.225 0.051 0.9316
Cl 0.567 1.097 3.076 0.1305
Cl 2.121 2.720 0.244 0.0562
Cl -1.178 -2.763 -2.633 0.0006
Cl 0.690 0.318 -1.683 0.0640
H -0.834 -0.203 1.557 -0.0048
H -2.300 -2.825 -2.119 -0.0002
```

The multiplicity is 3. As for the HOMO energy (spin up / spin down): -5.90 / -11.45 eV. The charge is 0. The orbital gap (spin up / spin down) comes out at 6.2 / 9.5 eV. As for the relative energy (zero: lowest compared OMol25 entry of this formula, charge and spin): 2.6 kcal/mol.



No. 16
CH2ClF2N3 | the ωB97M-V functional and the def2-TZVPD basis

XYZ file:
```
9
Properties=species:S:1:pos:R:3:lowdin_charge:R:1
C -0.335 0.118 0.463 -0.4042
N 0.077 -1.028 0.570 0.1645
N 0.824 1.355 0.113 -0.4091
N -1.549 0.719 0.567 -0.0235
F -1.884 1.892 -0.139 0.0273
F -2.665 -0.080 0.269 0.0237
Cl 2.431 0.700 0.277 0.5169
H -0.508 -1.781 0.881 0.0766
H 0.868 1.590 -0.893 0.0277
```

As for the SMILES: [H]/N=C(/NCl)N(F)F. As for the HOMO energy: -9.93 eV. The charge is 0. The orbital gap comes out at 10.2 eV. As for the relative energy (zero: lowest compared OMol25 entry of this formula, charge and spin): 137.9 kcal/mol.



No. 17
CH2ClFO2 | the ωB97M-V functional and the def2-TZVPD basis

XYZ file:
```
7
Properties=species:S:1:pos:R:3:lowdin_charge:R:1
C 1.344 -0.554 1.236 0.1278
O 1.636 -0.956 0.222 0.1300
O -2.292 -1.984 0.846 -0.5834
F 2.555 0.170 -0.860 -0.3691
Cl -3.920 -2.062 1.042 0.5850
H -2.050 -2.894 0.933 -0.0025
H 1.630 0.389 1.638 0.1122
```

As for the HOMO energy (spin up / spin down): -10.33 / -10.34 eV. The charge is 0. The orbital gap (spin up / spin down) comes out at 8.5 / 8.5 eV. As for the relative energy (zero: lowest compared OMol25 entry of this formula, charge and spin): 169.1 kcal/mol.



No. 18
CH2ClFO2 | the ωB97M-V functional and the def2-TZVPD basis

XYZ file:
```
7
Properties=species:S:1:pos:R:3:lowdin_charge:R:1
C 1.256 -0.874 0.342 0.1675
O 1.336 -0.180 -0.586 0.1081
O -1.068 -0.177 -0.001 -0.5810
F 0.879 1.577 -0.491 -0.3714
Cl -2.732 -0.129 -0.573 0.5738
H -0.577 0.608 -0.105 -0.0609
H 0.905 -0.826 1.412 0.1638
```

As for the HOMO energy (spin up / spin down): -10.61 / -10.47 eV. The charge is 0. The orbital gap (spin up / spin down) comes out at 8.7 / 8.5 eV. As for the relative energy (zero: lowest compared OMol25 entry of this formula, charge and spin): 164.5 kcal/mol.



No. 19
CH2ClFO2 | the ωB97M-V functional and the def2-TZVPD basis

XYZ file:
```
7
Properties=species:S:1:pos:R:3:lowdin_charge:R:1
C -1.224 -0.088 0.021 -0.9894
O -0.602 1.047 -0.026 0.0357
O -0.818 -1.218 -0.024 0.0362
F 2.559 -0.046 -0.039 -0.1269
Cl -2.945 0.191 0.123 0.7138
H 0.415 1.145 -0.117 0.1758
H 2.616 -1.031 0.061 0.1548
```

As for the SMILES: O=C(O)Cl.F. As for the HOMO energy: -10.97 eV. The charge is 0. The orbital gap comes out at 11.3 eV. As for the relative energy (zero: lowest compared OMol25 entry of this formula, charge and spin): 7.5 kcal/mol.



No. 20
CH2ClFP2 | the ωB97M-V functional and the def2-TZVPD basis

XYZ file:
```
7
Properties=species:S:1:pos:R:3:lowdin_charge:R:1
C -0.190 0.102 0.508 -1.4448
F 1.890 -1.056 -0.283 -0.4445
P -0.114 1.033 -1.128 0.6106
P 0.300 -1.162 -0.659 0.6357
Cl -1.564 0.019 1.503 0.4983
H 1.292 0.170 1.417 0.2250
H -1.614 0.895 -1.359 -0.0803
```

As for the HOMO energy: -9.37 eV. The charge is 0. The orbital gap comes out at 9.1 eV. As for the relative energy (zero: lowest compared OMol25 entry of this formula, charge and spin): 62.1 kcal/mol.